Version P
Formula: C5H7N4
Source: OMol25
Level of theory: ωB97M-V/def2-TZVPD

```
16
Properties=species:S:1:pos:R:3
N -2.2562 0.7629 2.5912
H -3.1105 0.6981 3.0447
H 0.6126 2.4742 -2.1304
N -2.0569 0.0765 1.6135
C -1.6868 -0.5148 0.6705
N -0.0628 -1.3381 -0.8823
C 1.0724 0.5593 -1.4573
H 1.8667 1.6418 -3.0453
H -1.7116 -2.1401 -0.8711
N 0.8601 -0.2854 -0.6233
C 1.1843 1.6138 -2.2117
C -1.1943 -1.3775 -0.3118
H 0.6161 -0.6062 1.4031
C 1.5268 -0.4877 0.6687
H 2.2546 0.3074 0.8940
H 2.0855 -1.3841 0.6475
```

* ⟨S²⟩: 2.008
* HOMO (spin up / spin down): -10.479 / -14.502 eV
* total charge: +1
* 2S+1: 3

---

Version Q
Formula: C5H7N4
Source: OMol25
Level of theory: ωB97M-V/def2-TZVPD

```
16
Properties=species:S:1:pos:R:3
H 1.8875 -0.8486 -1.0852
H -0.9699 -1.4384 -1.8509
N -0.1468 1.6706 1.7660
N -1.0592 -0.9838 0.1311
H -0.7728 1.3179 2.5228
N 0.8338 0.8864 -0.2386
C -0.4752 -1.0988 -0.9776
H 0.2614 2.6132 1.8444
C -3.0471 -1.3957 1.5062
C 0.0544 0.7902 0.8155
H -1.6263 -2.9214 0.7437
N -3.9580 -1.1378 2.1817
H 0.6987 0.1128 -2.2527
C 0.8348 -0.3381 -1.1760
C -1.9479 -1.7945 0.7094
H 1.7876 1.2625 -0.3243
```

* ⟨S²⟩: 2.025
* HOMO (spin up / spin down): -11.610 / -15.183 eV
* total charge: +1
* 2S+1: 3

---

Quick ranking, most stable first: version Q, version P.

---

Version P
Formula: C52H56N6O26S2
Source: OMol25
Level of theory: ωB97M-V/def2-TZVPD

```
142
Properties=species:S:1:pos:R:3
H 8.8276 9.9844 7.5796
C 0.5008 -7.4941 -3.1724
O 5.7691 7.6953 4.7947
H 0.1331 -8.8235 -4.8371
H 3.3092 -1.7661 5.9732
H -0.8283 8.1044 7.2540
O 4.6786 7.6137 -5.7715
H 10.6266 8.3633 8.2220
H 0.2646 5.4206 -11.0240
H -5.6848 -4.4273 -8.6502
C -0.6822 0.8617 0.9395
S -9.1360 -4.1142 -8.3018
H -2.8486 9.3893 8.0049
H 1.0165 -6.7115 -3.7089
C -0.5833 -9.6053 -2.9615
C -1.7163 4.3830 -11.3827
O 4.6124 -1.8514 3.7246
C -0.3219 4.5539 -10.7188
C -4.8992 -7.2026 8.9357
H -0.1275 5.4558 -8.6776
O -4.0184 7.8303 7.3758
C -7.0841 -6.8135 8.0826
C -2.3353 -0.5346 2.1085
H -2.0677 3.3532 -11.4468
H 7.5545 -1.1148 6.2923
O -4.3956 6.8519 5.0101
O 6.6121 -2.5895 4.2164
H 8.6747 5.3185 6.0863
C 0.2448 -7.2344 -1.8522
C 9.8381 6.7676 7.1060
C -2.7801 -1.0648 0.9242
H -6.6173 -8.6578 9.0775
O -1.9057 -8.4756 0.7597
C -0.6888 4.6981 -9.2243
H 7.1661 -0.2586 8.4894
O -5.0458 -5.0817 10.3044
H -1.6729 4.8478 -12.3676
C 7.7634 8.5180 6.4436
H -0.7325 3.7838 -8.6325
O 6.6717 5.6786 4.6288
H 4.7065 9.0839 -7.8765
C 8.3411 -2.4673 -4.3876
H -4.4220 -7.7778 9.7291
H -10.5991 -8.3594 1.1519
H -8.1182 -7.1534 8.1395
H 6.1615 -0.0051 -3.8039
C 4.8332 11.1802 -7.8884
O 9.7413 0.0971 -0.6249
C 4.1853 -1.4191 6.5009
H -10.6040 -7.5390 -0.2642
H -6.8773 -6.3553 7.1155
C 6.3536 -0.6500 7.8952
O -0.4185 -6.9839 0.8968
C 4.5370 12.3161 -5.7934
H -10.0551 -9.4484 -1.7244
O -10.0733 -4.5904 -9.2520
H -1.5470 6.6077 7.9790
N 6.6249 6.8892 5.0344
H -2.8798 8.1355 9.1522
C 4.1201 11.0865 -5.2258
C 6.5305 -1.1893 6.6273
H 0.2474 3.6260 -10.7725
H 2.9978 -0.7174 8.0430
O -8.4179 -2.6842 -8.7675
O -2.1220 7.0810 6.1243
O -9.5379 -4.1476 -6.8569
O -4.2727 -2.5486 1.8226
C -5.5711 -5.8726 9.4761
H -12.9898 -8.4829 0.6513
C -6.1428 -7.9242 8.4257
C 9.0724 -1.0676 -2.5313
N -1.0083 -7.8766 0.2795
O 11.2391 -1.0617 -1.6300
H -2.8054 -0.7947 3.0454
C -2.0750 5.1651 -9.3625
C -0.9745 -9.3840 -1.6318
C -12.3494 -8.8095 -0.1681
C 7.9550 -0.2727 -2.6759
C 7.0690 -0.5814 -3.6998
C -10.9028 -8.5156 0.1167
C 7.7228 7.2622 5.9259
O -2.7960 5.6288 -8.4780
C 4.1820 9.9180 -5.9618
H 8.4250 -3.3541 -4.9982
O -3.7004 5.2883 6.8340
S -3.6413 6.6174 6.2172
C 9.8190 8.0602 7.5722
H 4.0049 10.9975 -4.1557
N -3.8823 -1.9941 0.8349
C 4.5582 9.9713 -7.2792
C -0.5692 -8.1577 -1.0956
H -1.0879 0.8834 3.0880
H -12.7210 -8.5330 -1.1547
H -6.6256 -3.6842 -7.3795
H -2.5643 -0.9400 -1.2194
C 8.7425 8.9361 7.3341
C -2.8673 8.3017 8.0750
C 9.2705 -2.1508 -3.3724
N 10.0557 -0.7310 -1.4689
O -6.8483 -5.8538 9.0309
H 4.9196 13.2773 -7.6296
C -10.2381 -9.6526 -0.6695
C 7.2550 -1.6555 -4.5799
C -7.1363 -2.8747 -9.2772
C 5.4019 -1.5590 5.8632
O -13.3823 -11.0733 -0.0999
C -1.7334 7.5167 7.4071
H -0.6659 0.7542 -1.1725
C -1.0968 0.2934 -0.2959
H -0.0592 1.7365 1.0529
N 4.0403 8.5663 -5.3028
O -2.6645 4.8861 -10.5251
O 3.3875 8.4510 -4.2817
H 0.3523 -6.2111 -1.5239
H 10.1299 -2.7999 -3.4523
H 5.1133 11.2442 -8.9294
H 10.6422 6.0936 7.3618
C 4.0280 -0.8875 7.7671
C -12.3919 -10.3367 -0.1360
N 5.5086 -2.0570 4.5109
H 6.6080 -1.9010 -5.4091
O -7.7217 -4.9165 -8.4309
C 0.1166 -8.6808 -3.7667
H 7.0939 9.3012 6.1202
H -0.8645 -10.5555 -3.3909
C 5.1211 -0.4326 8.4574
C -2.1440 -0.6523 -0.2670
H 7.7565 0.5895 -2.0566
C 8.7297 6.3670 6.3394
C -1.3329 0.4175 2.1449
H -1.5696 -10.1310 -1.1275
C 4.8062 12.3390 -7.1069
O -11.0958 -10.7860 -0.3457
H 4.9809 -0.0546 9.4593
H -7.2198 -3.0391 -10.3515
O -4.2912 -2.3196 -0.2596
C -6.6718 -4.0309 -8.4119
H -6.5182 -2.0078 -9.0439
H -4.2071 -6.9117 8.1455
H -9.2277 -9.7641 -0.2761
H -5.8668 -8.5177 7.5542
H 4.5878 13.2680 -5.2858
```

* HOMO: -9.869 eV
* 2S+1: 1

---

Version Q
Formula: C52H56N6O26S2
Source: OMol25
Level of theory: ωB97M-V/def2-TZVPD

```
142
Properties=species:S:1:pos:R:3
C -30.7026 -23.2297 4.3338
C -31.8676 -20.3139 -2.2504
O -28.4761 -20.1187 1.1569
S -24.8945 -14.4757 1.8213
O -28.4082 -22.2148 -1.8847
C -28.5543 -22.5485 5.1283
H -31.2692 -21.0400 -2.7994
H -24.2824 -19.2816 8.1041
H -25.5550 -24.8719 -0.4121
O -22.0292 -19.4216 4.8993
H -28.2085 -16.6140 2.8170
C -31.5004 -14.6468 2.7859
C -25.8307 -23.8388 -0.2005
H -19.8835 -18.2302 4.7487
C -26.4429 -16.9777 3.9615
H -31.3593 -22.1468 -0.1714
C -23.6337 -14.3688 10.4795
H -24.6504 -11.3802 2.7595
C -24.0404 -12.2774 2.6455
C -24.2631 -13.2324 3.8187
C -32.0837 -16.1671 1.1746
C -28.2336 -14.7488 6.5571
C -32.3018 -15.7394 3.4965
H -26.5020 -23.4175 9.6841
N -23.3973 -15.6388 6.9830
C -19.3065 -19.1183 4.9747
C -23.9065 -15.0739 9.3214
C -25.9632 -21.3994 10.1731
N -27.6870 -18.2465 7.8042
O -24.1815 -14.5439 3.2388
O -22.7393 -15.3983 5.9841
O -25.0969 -17.9928 10.0620
O -34.1044 -21.1849 -2.7891
H -28.4036 -14.2982 5.5867
O -24.3134 -15.3790 0.9122
H -24.3363 -21.2989 6.6919
H -20.9049 -26.1715 3.4656
C -27.9421 -14.0169 7.7026
H -31.2569 -16.8734 1.1342
C -22.1990 -13.8378 8.1619
H -23.1839 -22.9690 4.1853
C -25.4669 -17.8859 4.3330
C -27.4714 -17.3470 3.1201
H -25.3283 -23.4095 7.5428
O -29.8591 -18.6749 4.7966
C -33.0255 -16.4249 2.3429
C -23.1556 -14.8410 8.1892
H -20.5647 -24.3129 4.9552
C -21.9891 -13.0554 9.2880
C -31.4097 -20.0598 -0.8254
H -26.5048 -20.5207 2.4972
S -27.7585 -23.4536 -1.7378
C -27.0916 -23.6667 0.6170
H -17.3361 -22.2212 6.1960
H -21.1657 -12.3553 9.3039
C -28.1543 -16.1344 6.5967
H -26.3674 -21.5198 11.1680
C -25.9786 -22.5247 9.3694
C -24.7634 -21.3252 7.6809
C -27.5909 -16.0797 8.9270
H -33.1529 -17.4914 2.5428
C -19.9586 -20.2348 5.4549
H -27.2479 -16.5273 9.8498
C -29.4412 -23.5670 4.7952
H -24.1831 -14.5798 11.3852
H -30.3194 -20.0240 -0.7411
C -33.2242 -20.9810 -2.0140
C -25.5236 -19.1832 3.8381
C -19.2792 -21.3515 5.9189
C -17.9240 -19.0937 4.9985
O -24.3849 -13.0061 1.4670
H -28.3909 -16.7122 5.7124
H -26.3739 -15.9475 4.2808
C -22.6689 -13.3651 10.4576
C -30.1614 -20.9302 4.4811
H -27.2247 -22.5948 0.8147
C -17.2269 -20.2331 5.3892
C -27.8156 -16.7932 7.7629
H -31.4195 -24.0087 4.1028
H -21.5525 -22.2811 4.2812
N -25.3411 -19.0714 10.5779
H -32.6053 -16.1415 0.2215
H -22.2232 -24.7589 5.4604
C -21.7364 -25.4716 3.4810
C -31.9969 -21.2609 -0.1192
O -27.3703 -18.8347 6.7854
C -25.3572 -20.2544 9.7110
H -22.4962 -12.7830 11.3558
H -31.5913 -16.4122 3.9788
C -22.1237 -23.1607 4.0160
C -27.5028 -18.6330 2.6237
O -24.2542 -16.4899 7.0571
H -19.8031 -22.1880 6.3612
O -21.9112 -20.8844 6.4709
O -31.5195 -14.8629 1.4546
H -16.1508 -20.2854 5.2751
C -17.8978 -21.3629 5.8561
O -22.0315 -22.5725 1.6529
O -25.5158 -19.2411 11.7645
H -24.6849 -19.8284 4.0608
H -28.1854 -20.4392 5.1173
H -23.5147 -13.1749 4.6015
H -27.4261 -14.1032 9.7602
H -21.5553 -13.6884 7.3051
N -28.5480 -19.0273 1.6915
O -26.2057 -23.2127 -1.4410
H -27.1270 -24.1857 1.5700
N -30.5324 -19.5324 4.2588
O -33.2753 -21.4389 -0.7257
C -26.5362 -19.5532 2.9807
H -25.2687 -13.1022 4.2233
H -28.0334 -12.9387 7.6821
C -24.7614 -20.1823 8.4612
O -26.2984 -14.4561 2.0121
C -28.9284 -21.2173 5.0124
H -32.0535 -21.6817 3.7458
H -32.9746 -15.2838 4.2161
H -32.1093 -21.0633 0.9503
C -31.0805 -21.9090 4.1524
H -17.3561 -18.2329 4.6756
H -34.0329 -16.0665 2.1298
O -31.4811 -19.2906 3.5374
N -21.4059 -20.1780 5.6146
O -30.9787 -13.6954 3.2818
O -27.8634 -18.7346 8.9058
C -21.9570 -23.3790 2.5223
C -21.5872 -24.4701 4.6254
O -27.9293 -24.4500 -2.7282
H -23.0124 -11.9336 2.5246
H -25.0023 -23.2849 0.2375
O -29.5163 -18.2980 1.5697
O -21.8215 -24.7080 2.2577
H -31.6675 -19.0905 -0.3978
H -29.1207 -24.5993 4.7462
C -25.3494 -22.4980 8.1279
H -24.7160 -15.7905 9.3081
H -32.0405 -19.4070 -2.8255
H -24.6099 -17.4916 4.8572
H -22.6793 -26.0191 3.5326
O -28.1226 -24.0619 -0.2938
C -27.6607 -14.6992 8.8862
H -27.5561 -22.7539 5.4940
```

* HOMO: -9.514 eV
* 2S+1: 1

---

Quick ranking, most stable first: version Q, version P.

---

Version P
Formula: C2H2ClFO
Source: OMol25
Level of theory: ωB97M-V/def2-TZVPD

```
7
Properties=species:S:1:pos:R:3
H 1.0699 0.2776 -2.0509
H 0.8069 1.2970 0.2876
O -1.0202 0.3028 -1.6731
Cl -0.8080 -0.3141 1.2964
C 0.1456 0.2241 -1.3491
C 0.5317 0.2946 0.0767
F 1.7729 -0.1967 0.0827
```

* HOMO: -10.844 eV
* 2S+1: 1

---

Version Q
Formula: C2H2ClFO
Source: OMol25
Level of theory: ωB97M-V/def2-TZVPD

```
7
Properties=species:S:1:pos:R:3
H 0.0313 -1.4065 0.5183
H -0.2060 0.0255 1.6648
Cl 0.7351 -0.3285 -1.9547
C -0.2042 -0.4036 0.6106
C 0.4888 0.3247 -0.4849
F 0.5712 1.6745 -0.4077
O -1.4163 0.1139 0.0535
```

* HOMO (spin up / spin down): -9.725 / -9.725 eV
* 2S+1: 1

---

Quick ranking, most stable first: version P, version Q.